ORCA calculation (wB97M-V/def2-TZVPD) on a cluster of 2 separate species, C3H10NO in total at a distorted geometry.

```
15
Properties=species:S:1:pos:R:3:forces:R:3
C -0.193522 -2.569473 1.556912 0.3 1.1 0.6
O 0.742815 -1.728333 0.992958 -0.1 -0.5 -0.7
H -0.676906 -2.020925 2.354426 -0.1 -0.1 0.3
H 0.340056 -3.488567 1.888650 -0.3 -0.5 -0.3
H -0.956396 -2.833465 0.775685 0.2 -0.6 -0.2
H 1.232826 -2.146953 0.230959 0.1 -0.1 0.4
C -0.008016 1.276022 -1.381781 -0.9 0.0 -1.0
C 0.141984 2.489750 -1.862991 0.9 1.0 1.6
N -0.214577 1.106989 0.092942 1.2 0.8 -0.5
H -0.336063 0.437710 -1.977889 0.5 -0.4 0.1
H 0.381695 2.843835 -2.847878 -0.5 -0.6 -0.6
H 0.193152 3.293774 -1.119189 0.1 0.0 -0.3
H -1.181004 1.338123 0.305615 -0.4 -0.6 0.5
H 0.373934 1.794650 0.580757 -0.2 0.1 -0.1
H 0.160023 0.206862 0.410825 -0.8 0.3 0.0
```
Forces are in eV/Å.

Computed properties:
Charge   +2
Relative energy (zero: lowest compared OMol25 entry of this formula, charge and spin)   91.9 kcal/mol
⟨S²⟩   0.754
Multiplicity   2
Lowest unoccupied orbital energy (spin up / spin down)   -0.3028 / -0.5490 Ha

These are the Mulliken partial charges, in e, on atoms 1 to 5:
1. C -0.341
2. O -0.215
3. H 0.301
4. H 0.353
5. H 0.379

***

ORCA calculation (wB97M-V/def2-TZVPD) on a cluster of 2 separate species, C3H10NO2 in total at a distorted geometry.

```
16
Properties=species:S:1:pos:R:3:forces:R:3
C 1.344764 -0.451410 -0.392763 0.2 1.4 -0.8
C 0.534901 0.691048 0.211208 -0.7 0.3 0.5
C -0.911908 0.906451 -0.345043 -0.1 -1.5 0.1
O -1.839794 1.060192 0.642329 0.1 0.1 -0.6
N 2.742409 -0.515795 0.120305 -0.7 0.1 -0.7
H 0.823954 -1.383868 -0.187832 0.0 -0.1 -0.3
H 1.379616 -0.230034 -1.475187 0.0 -0.7 0.2
H 1.037042 1.671432 0.145778 0.4 -0.4 0.3
H 0.310921 0.408592 1.245585 0.3 0.5 0.2
H -0.933413 1.686178 -1.133547 0.2 0.2 0.0
H -1.088593 -0.066094 -0.896577 -0.1 0.3 -0.2
H 2.921452 0.412023 0.489995 0.3 -0.3 0.3
H 2.721786 -1.184355 0.866440 0.3 0.0 0.6
H -2.999786 -1.859843 0.137863 0.9 0.0 -0.1
H -2.722232 -0.166526 0.312269 0.9 0.2 0.6
O -3.321125 -0.977984 0.259170 -2.0 -0.1 -0.1
```
Forces are in eV/Å.

Computed properties:
Charge   -1
Relative energy (zero: lowest compared OMol25 entry of this formula, charge and spin)   19.0 kcal/mol
Lowest unoccupied orbital energy   0.1509 Ha

These are the Mulliken partial charges, in e, on atoms 1 to 5:
1. C -0.470
2. C -0.442
3. C -0.366
4. O -0.908
5. N -0.642

***

ORCA calculation (wB97M-V/def2-TZVPD) on a cluster of 2 separate species, C3H10NO2 in total at a distorted geometry.

```
16
Properties=species:S:1:pos:R:3:forces:R:3
C 0.199787 -0.529024 -1.815876 0.2 -1.5 -1.1
C 1.027215 -0.061261 -0.637760 0.2 0.7 1.8
C 0.204308 0.119686 0.725764 -0.7 0.0 -0.4
O 0.738906 1.116715 1.460731 1.1 0.2 -0.5
N -0.819297 -1.586711 -1.541382 1.2 0.5 0.8
H 1.042486 -0.969361 -2.480160 -1.8 0.8 0.3
H -0.407570 0.269442 -2.320018 1.2 -0.4 0.4
H 1.837213 -0.706335 -0.257468 -0.1 0.0 -1.1
H 1.468725 0.893218 -0.945148 0.0 0.0 0.4
H 0.293712 -0.782045 1.354704 -0.1 -0.3 -0.6
H -0.852965 0.319519 0.485914 0.1 0.0 0.1
H -1.396772 -1.162760 -0.804590 -0.1 -0.5 -0.4
H -0.302252 -2.339159 -1.073304 -0.5 0.0 -0.2
H -0.419787 1.914688 2.072114 -2.0 0.8 0.9
H -1.289477 1.418619 3.236434 -0.3 0.2 0.1
O -1.324238 2.084770 2.540042 1.6 -0.5 -0.6
```
Forces are in eV/Å.

Computed properties:
Charge   0
Relative energy (zero: lowest compared OMol25 entry of this formula, charge and spin)   14.5 kcal/mol
⟨S²⟩   0.755
Multiplicity   2
Lowest unoccupied orbital energy (spin up / spin down)   0.0271 / -0.0882 Ha

These are the Mulliken partial charges, in e, on atoms 1 to 5:
1. C -0.506
2. C -0.477
3. C -0.400
4. O -0.461
5. N -0.651

***

Question: relative energy (zero: lowest compared OMol25 entry of this formula, charge and spin) of number 2 (C3H10NO2)?
Answer: 19.0 kcal/mol